DFT (the ωB97M-V functional and the def2-TZVPD basis) results for a 4-piece molecular cluster, C3H15NO4 overall in a non-equilibrium geometry.

ORCA input file:
```
! RIJCOSX wB97M-V def2-TZVPD def2/J DEFGRID3
* xyz 0 1
C 2.1099 1.3236 0.2422
N 1.2471 0.4048 -0.5615
C 1.4607 -1.0638 -0.5563
C 0.4276 -1.7425 -1.4520
O -0.8880 -1.3050 -1.2995
H 1.7868 1.3099 1.2950
H 1.9252 2.4004 -0.2161
H 3.2301 1.3646 0.2325
H 1.2825 0.7061 -1.5218
H 2.4394 -1.4509 -0.8112
H 1.6550 -1.3076 0.5728
H 0.6816 -1.5195 -2.5136
H 0.2021 -2.8097 -1.3371
H -0.8459 -0.2597 -1.3078
O -2.4193 2.3233 -0.9627
H -1.5042 2.5964 -0.7641
H -2.8570 2.7897 -0.2425
O -2.8108 -0.9692 0.7351
H -1.9582 -1.3927 0.8086
H -2.6445 -0.2011 0.1214
O -0.5806 -0.2900 2.9468
H -0.7582 -1.1469 3.1519
H -1.1814 0.2397 3.4398
*
```

As for the SMILES: CNCCO.O.O.O. For the energy relative to the best compared isomer or geometry (same formula, charge and spin), the calculation gives 61.7 kcal/mol. The HOMO-LUMO gap comes out at 9.8663 eV.

***

DFT (the ωB97M-V functional and the def2-TZVPD basis) results for C4H6O2 as an isolated structure in a non-equilibrium geometry.

ORCA input file:
```
! RIJCOSX wB97M-V def2-TZVPD def2/J DEFGRID3
* xyz 0 1
O 0.9673 0.4398 -1.5976
C 0.1676 0.2276 -0.4895
C -0.1761 1.2220 0.5437
C 0.5045 -0.2681 0.8434
O -0.4359 -1.2749 0.9164
C -0.7627 -1.0049 -0.4740
H 1.2044 1.3747 -1.5810
H 0.4126 1.1112 1.5085
H -1.2250 1.2430 0.8216
H 1.5230 -0.3655 1.2172
H -1.8361 -0.8876 -0.6368
H -0.3437 -1.8172 -1.0719
*
```

For the energy relative to the best compared isomer or geometry (same formula, charge and spin), the calculation gives 114.1 kcal/mol. The HOMO-LUMO gap comes out at 9.8370 eV.

***

DFT (the ωB97M-V functional and the def2-TZVPD basis) results for a single C4H3N5O molecule in a non-equilibrium geometry.

ORCA input file:
```
! RIJCOSX wB97M-V def2-TZVPD def2/J DEFGRID3
* xyz 0 1
O 1.7250 -2.4349 0.0208
C 1.2398 -1.3253 -0.0209
N 2.1006 -0.1843 -0.0114
C 1.5785 1.0047 -0.0122
N 0.2456 1.3168 -0.0024
C -0.6393 0.2818 -0.0290
N -1.9643 0.1926 0.0250
N -2.3450 -1.1098 -0.0373
N -1.2702 -1.8004 -0.0146
C -0.1811 -0.9836 -0.0054
H 2.2595 1.8625 -0.0127
H -0.0691 2.2731 -0.0297
H -2.6800 0.9067 0.1298
*
```

As for the SMILES: O=c1nc[nH]c2[nH]nnc12. For the energy relative to the best compared isomer or geometry (same formula, charge and spin), the calculation gives 0.0 kcal/mol. The HOMO-LUMO gap comes out at 9.5329 eV.

***

DFT (the ωB97M-V functional and the def2-TZVPD basis) results for C18H22F2N6O3PPd as an isolated structure.

ORCA input file:
```
! RIJCOSX wB97M-V def2-TZVPD def2/J DEFGRID3
* xyz 1 3
Pd -0.2676 0.0289 -0.6724
O -0.0036 -0.3164 1.4972
C 0.0960 -1.3175 2.2363
C 0.5948 -1.1221 3.5829
C 0.7221 -2.1536 4.4506
C 0.3484 -3.4559 4.0413
C -0.1344 -3.6921 2.7682
C -0.2733 -2.6764 1.8266
C -0.7722 -2.9742 0.4978
N -1.0929 -2.1236 -0.4695
C -1.5409 -2.8621 -1.5234
C -1.4988 -4.1892 -1.2025
N -1.0162 -4.2464 0.0707
H 0.8502 -0.1059 3.8506
H 1.0979 -1.9919 5.4514
H 0.4324 -4.2793 4.7372
H -0.4215 -4.7058 2.5241
H -1.8436 -2.3995 -2.4470
H -1.7570 -5.0715 -1.7601
H -0.8398 -5.0936 0.5809
N -0.0267 3.7860 0.0071
C -0.4433 2.9429 -1.1019
P -1.9218 1.9104 -0.4888
O -2.9251 3.0598 -1.0257
O -1.7701 2.0540 1.0979
C -3.1793 0.5368 -0.5446
N -4.5014 1.0864 -0.2873
H -1.0877 2.7493 1.2515
H -0.3520 4.7380 -0.0910
H 0.9755 3.7879 0.1298
H 0.3758 2.3228 -1.4428
H -0.8445 3.5071 -1.9425
H -2.8473 -0.2066 0.1802
H -3.1380 0.0953 -1.5347
H -3.8421 2.7485 -0.8323
H -4.7471 1.0659 0.6925
H -5.2204 0.6255 -0.8265
F 0.4615 -0.7468 -3.1958
C -0.3898 0.2190 -2.6736
F -1.6252 -0.0681 -3.2465
H -0.0762 1.1608 -3.1424
N 5.5050 1.4153 -3.9319
C 4.8879 1.4029 -2.9642
C 4.1130 1.3891 -1.7509
C 4.5514 2.0473 -0.6094
C 3.7623 1.9939 0.5274
C 2.5686 1.2940 0.4729
N 2.1399 0.6634 -0.6264
C 2.9009 0.7055 -1.7163
H 5.4913 2.5825 -0.6171
H 4.0680 2.4806 1.4426
H 1.9184 1.2242 1.3378
H 2.5384 0.1740 -2.5878
*
```

For the energy relative to the best compared isomer or geometry (same formula, charge and spin), the calculation gives 28.4 kcal/mol. The HOMO-LUMO gap (spin up / spin down) comes out at 7.1340 / 6.1416 eV.

***

DFT (the ωB97M-V functional and the def2-TZVPD basis) results for C40H81Br2O10Tl as an isolated structure in a non-equilibrium geometry.

ORCA input file:
```
! RIJCOSX wB97M-V def2-TZVPD def2/J DEFGRID3
* xyz 2 1
Tl 1.0852 2.9495 0.7039
C -0.2030 -0.2587 -1.4296
C -0.2487 0.1993 0.0839
O 0.6188 1.2734 0.3106
H 0.8388 -0.4886 -1.6532
H -0.6349 0.5056 -2.0757
H -0.8184 -1.1485 -1.5622
H -0.0398 -0.6744 0.7012
H -1.2757 0.4386 0.3597
C -0.3909 3.8317 -3.0568
C -0.1883 2.3615 -3.1149
C 0.9127 2.1826 -2.0444
O 0.5020 3.0657 -1.0100
C -0.0813 4.2085 -1.5918
H -1.3804 4.1469 -3.3879
H 0.3278 4.3844 -3.6619
H 0.1520 1.9940 -4.0829
H -1.1038 1.8287 -2.8577
H 1.8704 2.4230 -2.5061
H 1.0727 1.1336 -1.7951
H 0.7287 4.9378 -1.5882
H -0.9649 4.6299 -1.1124
C 0.1193 -3.0927 -1.4349
C -0.3780 -3.8418 -2.6201
C -1.2849 -4.8525 -1.9459
O -1.8946 -4.1232 -0.8846
C -0.9331 -3.2116 -0.3650
H 0.4953 -2.0837 -1.6044
H 0.9326 -3.5881 -0.9047
H 0.3237 -4.3787 -3.2584
H -1.0414 -3.2248 -3.2261
H -0.6477 -5.5769 -1.4386
H -1.9934 -5.3876 -2.5782
H -0.4286 -3.7285 0.4515
H -1.3559 -2.2674 -0.0217
C 1.4614 -0.3459 3.3649
C 1.9672 0.7609 4.2856
C 2.4546 1.8123 3.3296
O 1.8215 1.4735 2.0655
C 1.6920 0.0746 1.9466
H 0.3997 -0.5016 3.5561
H 1.9468 -1.3096 3.5193
H 2.7695 0.4517 4.9555
H 1.0916 0.9786 4.8972
H 3.5408 1.9024 3.3115
H 2.0217 2.7669 3.6283
H 2.5985 -0.3483 1.5135
H 0.8130 -0.1928 1.3601
C -2.6131 -1.2237 -2.7173
C -4.0385 -1.1014 -3.1359
C -4.8656 -1.8835 -2.1628
O -4.0288 -2.9703 -1.9181
C -2.6525 -2.6370 -2.0044
H -2.3953 -0.5150 -1.9184
H -1.9432 -1.1141 -3.5702
H -4.1595 -1.5369 -4.1277
H -4.3887 -0.0704 -3.1861
H -5.8102 -2.2361 -2.5770
H -5.1058 -1.3472 -1.2447
H -2.3314 -3.4171 -2.6947
H -2.1110 -2.5342 -1.0641
C -1.9550 3.1783 3.0697
C -1.9783 1.6669 3.2429
C -0.7688 1.2438 2.3998
O -0.0303 2.4587 2.1169
C -0.4860 3.4760 3.0049
H -2.3479 3.7605 3.9032
H -2.5602 3.5256 2.2323
H -2.8973 1.1719 2.9291
H -1.8563 1.3871 4.2893
H -0.9781 0.6417 1.5156
H -0.1718 0.5781 3.0231
H -0.2950 4.4089 2.4745
H 0.0586 3.4208 3.9475
C 4.7072 0.7545 0.5353
C 3.9732 0.5982 -0.8163
C 2.5549 0.8314 -0.3579
O 2.6810 1.8945 0.6069
C 4.0334 1.8905 1.2223
H 5.7656 0.9724 0.3926
H 4.5549 -0.1307 1.1528
H 4.0761 -0.3968 -1.2493
H 4.3876 1.3411 -1.4978
H 1.9856 0.0204 0.0964
H 1.9469 1.1822 -1.1917
H 4.1203 1.6448 2.2807
H 4.4516 2.8507 0.9202
C -1.9986 -3.0704 2.6932
C -0.7744 -2.3986 2.1545
C -1.0847 -0.8418 2.2822
O -1.7494 -0.8218 3.5405
C -2.3837 -2.0380 3.8182
H -1.8347 -4.0706 3.0943
H -2.7277 -3.1549 1.8873
H -0.5483 -2.6993 1.1315
H 0.0242 -2.8152 2.7683
H -1.7084 -0.5289 1.4449
H -0.2161 -0.1868 2.2148
H -3.4677 -1.9259 3.7984
H -2.0937 -2.5402 4.7411
C 3.9389 -2.8838 -0.1642
C 3.0949 -1.9410 0.6912
C 1.7003 -2.1588 0.1444
O 1.9754 -2.3940 -1.2633
C 3.4111 -2.4943 -1.5267
H 3.6839 -3.9085 0.1060
H 5.0268 -2.9138 -0.2245
H 3.4857 -0.9237 0.6675
H 3.1776 -2.3117 1.7129
H 1.0984 -1.2724 0.3449
H 1.2260 -3.0438 0.5686
H 3.7774 -1.5555 -1.9421
H 3.6388 -3.2411 -2.2873
C -2.8154 4.3585 0.7142
C -2.8875 3.1572 -0.1650
C -1.8669 2.3394 0.4318
O -0.7991 3.3015 0.7893
C -1.3266 4.5865 0.8705
H -3.3443 4.2964 1.6652
H -3.2319 5.2480 0.2414
H -2.7761 3.3882 -1.2244
H -3.8181 2.6008 -0.0526
H -1.5663 1.5646 -0.2734
H -2.2564 1.8471 1.3229
H -1.0831 5.0818 -0.0694
H -0.9111 5.1429 1.7107
Br -1.2089 -2.4104 -4.8084
C 0.7242 -2.3036 -4.2957
C 1.0013 -1.0159 -3.4695
Br 1.3844 0.4694 -4.7508
H 1.3666 -2.4411 -5.1655
H 0.9622 -3.1546 -3.6574
H 1.8509 -1.0574 -2.7879
H 0.1310 -0.7388 -2.8746
*
```

The HOMO-LUMO gap comes out at 5.3525 eV.